{
  "formula": "C3H6N2O2",
  "method": "ωB97M-V/def2-TZVPD",
  "symbols": ["C", "C", "O", "N", "O", "H", "H", "H", "H", "H", "C", "N", "H"],
  "xyz": [[0.12501, 0.06771, -1.51815], [-0.37293, -0.70085, -0.33952], [-0.99594, -1.87839, -0.66820], [-0.15561, -0.18113, 0.84264], [-0.44002, -1.00193, 1.99676], [-0.59898, 0.12925, -2.25676], [1.13997, -0.11426, -1.93240], [0.22003, 1.02298, -0.96018], [-1.37424, -2.28287, 0.11956], [-0.17017, -0.55329, 2.81946], [0.98490, 2.95961, 1.53501], [0.12584, 2.56149, 0.91023], [1.95499, 3.46472, 1.85986]],
  "forces_ev_per_angstrom": [[1.5, 1.5, 2.6], [0.2, -1.1, 1.7], [0.4, 0.7, 0.5], [0.4, -0.9, -0.5], [-0.7, -0.7, -1.3], [-1.3, 0.1, -1.5], [-0.8, -0.6, 0.5], [0.0, 0.1, -1.1], [0.1, 0.0, 0.3], [0.0, 0.5, -1.2], [3.5, 1.9, 0.7], [-1.4, -0.2, -0.5], [-2.1, -1.2, -0.2]],
  "orbital_gap_ev": 9.859,
  "total_charge": 0,
  "homo_energy_ev": -9.04,
  "de_lowest_ev": 4.575,
  "smiles": "C/C(O)=N/O.C#N",
  "lumo_ev": 0.818
}


{
  "formula": "C3N3P",
  "method": "ωB97M-V/def2-TZVPD",
  "symbols": ["C", "C", "C", "N", "N", "N", "P"],
  "xyz": [[1.87462, -0.47740, -0.16522], [-1.02989, -1.08886, -0.02430], [-0.85649, 1.62350, -0.15918], [2.86322, -1.00843, 0.03140], [-1.07315, -1.98931, 0.67271], [-0.90510, 2.71703, 0.18314], [-1.18719, 0.23126, -1.20444]],
  "forces_ev_per_angstrom": [[-2.3, 1.2, -0.7], [-0.3, 1.7, -1.0], [-0.5, -1.0, -0.7], [2.1, -1.1, 0.4], [0.0, -1.4, 1.0], [0.2, 0.9, 0.6], [0.8, -0.3, 0.3]],
  "orbital_gap_ev": [8.923, 6.000],
  "total_charge": 0,
  "homo_energy_ev": [-12.67, -10.63],
  "de_lowest_ev": 3.704,
  "lumo_ev": [-3.745, -4.626]
}


{
  "formula": "C3H7N4S",
  "method": "ωB97M-V/def2-TZVPD",
  "symbols": ["C", "C", "C", "N", "N", "N", "N", "S", "H", "H", "H", "H", "H", "H", "H"],
  "xyz": [[0.22510, 0.30596, -0.11069], [-3.17016, -1.01201, 0.42042], [2.55998, 1.93895, -0.15276], [1.73047, -1.97492, -0.43186], [2.29550, -2.88388, -0.19367], [-1.70815, -0.87622, 0.41699], [-0.99435, -0.02311, 0.09784], [1.09322, 1.39130, 0.89582], [0.31633, 0.00626, -1.18233], [-3.31199, -1.36597, 1.40051], [-3.61758, -1.80139, -0.22317], [-3.68118, -0.12867, 0.08081], [2.59698, 3.04228, 0.06020], [2.20025, 1.98293, -1.18923], [3.46557, 1.39847, 0.11113]],
  "forces_ev_per_angstrom": [[0.0, 1.0, -1.7], [0.2, 0.7, -1.6], [-1.8, 1.5, 0.2], [0.7, -1.2, 0.3], [-0.6, 0.9, -0.2], [-1.8, -4.1, 0.9], [0.1, 1.8, 0.0], [0.7, -0.2, -0.7], [1.4, 0.6, 0.7], [-0.8, 0.0, 1.4], [1.4, 0.0, 0.1], [-0.2, 0.7, 0.5], [0.4, -1.1, 0.3], [0.6, -0.8, 0.2], [-0.2, 0.0, -0.3]],
  "orbital_gap_ev": 8.833,
  "total_charge": 1,
  "homo_energy_ev": -13.50,
  "de_lowest_ev": 2.050,
  "lumo_ev": -4.666
}


{
  "formula": "C36H33BCdF4N3O6",
  "method": "ωB97M-V/def2-TZVPD",
  "symbols": ["Cd", "O", "C", "C", "O", "O", "C", "C", "C", "C", "C", "C", "C", "C", "C", "C", "C", "C", "H", "H", "H", "H", "H", "H", "H", "H", "H", "H", "H", "C", "O", "C", "C", "C", "C", "C", "C", "N", "C", "N", "C", "C", "C", "C", "C", "C", "O", "C", "N", "C", "C", "C", "C", "C", "C", "O", "C", "H", "H", "H", "H", "H", "H", "H", "H", "H", "H", "H", "H", "H", "H", "H", "H", "H", "H", "H", "H", "H", "H", "F", "B", "F", "F", "F"],
  "xyz": [[-1.42979, -0.62076, -0.45312], [-1.27475, -0.72120, 2.05525], [-2.50699, -1.32769, 2.50331], [-2.87041, -2.53715, 1.55231], [-3.62368, -3.39428, 1.99921], [-2.33309, -2.49706, 0.40046], [-2.28350, -1.78230, 3.93775], [-2.61937, -0.96115, 5.00965], [-2.30088, -1.32914, 6.30856], [-1.64547, -2.52618, 6.55427], [-1.31920, -3.35612, 5.49186], [-1.63287, -2.98581, 4.19325], [-3.61013, -0.29254, 2.36840], [-3.30418, 1.04824, 2.16450], [-4.31278, 1.98666, 1.98937], [-5.63774, 1.59254, 2.03653], [-5.95104, 0.26244, 2.28797], [-4.94828, -0.67716, 2.45716], [-0.58324, -1.38852, 2.17595], [-3.12941, -0.02572, 4.82111], [-2.56574, -0.67217, 7.12837], [-1.39135, -2.80925, 7.56851], [-0.82552, -4.30319, 5.67405], [-1.38997, -3.64570, 3.36855], [-2.27056, 1.36529, 2.13186], [-4.05187, 3.01441, 1.77407], [-6.42355, 2.31730, 1.86381], [-6.98640, -0.05302, 2.33841], [-5.19356, -1.71318, 2.64777], [2.34380, 3.24993, -3.33885], [2.68780, 2.18795, -2.46466], [3.87543, 1.56470, -2.62999], [4.88459, 2.00781, -3.47392], [6.11985, 1.37347, -3.49138], [6.35850, 0.29174, -2.66282], [5.34084, -0.18145, -1.84797], [4.08811, 0.41949, -1.83614], [3.10554, -0.07669, -0.96579], [1.75856, -0.32275, -1.18620], [1.39252, -0.37672, -2.47888], [0.14953, -0.44322, -3.15174], [-1.10577, -0.58001, -2.56294], [-2.20298, -0.61027, -3.43027], [-2.07411, -0.52598, -4.80811], [-0.81596, -0.39125, -5.37393], [0.28396, -0.34681, -4.54482], [1.56268, -0.17270, -5.07748], [2.09686, -1.33685, -5.68840], [0.96226, -0.54124, -0.19047], [1.47411, -0.57425, 1.12551], [1.74567, -1.83658, 1.66891], [2.21179, -1.99840, 2.96200], [2.43385, -0.87213, 3.74242], [2.16320, 0.38108, 3.22829], [1.66335, 0.55929, 1.93636], [1.43929, 1.85458, 1.60508], [0.52453, 2.23915, 0.57459], [1.33149, 3.53783, -3.06690], [2.35836, 2.91648, -4.37946], [3.01519, 4.10354, -3.20934], [4.72587, 2.87583, -4.09852], [6.89822, 1.74440, -4.14548], [7.32561, -0.19329, -2.65280], [5.50299, -1.04135, -1.20839], [3.43523, -0.42317, -0.07904], [2.12938, -0.17321, -3.13426], [-3.20052, -0.68574, -3.01435], [-2.95025, -0.54907, -5.44487], [-0.68066, -0.30604, -6.44555], [2.93230, -1.01942, -6.31141], [1.35148, -1.83723, -6.30978], [2.45898, -2.04767, -4.93722], [1.56057, -2.69544, 1.03397], [2.39489, -2.99032, 3.35431], [2.80428, -0.96790, 4.75481], [2.30919, 1.27149, 3.82654], [0.35857, 3.30340, 0.71773], [-0.43321, 1.73163, 0.66828], [0.93415, 2.07503, -0.42276], [-1.59295, 2.99571, -2.15330], [-2.53038, 2.92306, -1.11547], [-2.14543, 3.75215, -0.04859], [-3.81400, 3.23413, -1.54892], [-2.53185, 1.55569, -0.61671]],
  "forces_ev_per_angstrom": [[0.0, -0.5, 0.2], [-0.2, 0.1, -0.2], [-0.2, -0.3, -0.1], [0.1, 0.1, 0.3], [0.0, 0.0, -0.1], [0.0, 0.3, -0.1], [0.0, 0.1, 0.1], [0.0, 0.0, -0.1], [0.0, 0.0, 0.0], [0.0, 0.0, 0.0], [0.1, -0.1, 0.0], [0.0, 0.0, 0.0], [0.1, 0.2, 0.0], [0.1, -0.1, 0.0], [0.0, 0.0, 0.0], [0.0, 0.0, 0.0], [0.0, -0.1, 0.0], [0.0, 0.0, 0.0], [0.1, 0.1, 0.0], [0.0, 0.0, 0.0], [0.0, 0.0, 0.0], [0.0, 0.0, 0.0], [0.0, 0.0, 0.0], [0.0, 0.0, 0.0], [0.0, 0.0, -0.1], [0.0, 0.0, 0.0], [0.0, 0.0, 0.0], [0.0, 0.0, 0.0], [0.0, 0.0, -0.1], [-0.1, 0.0, 0.0], [0.0, -0.2, 0.0], [-0.1, 0.0, 0.2], [0.0, 0.1, -0.1], [0.0, 0.0, 0.0], [0.1, 0.0, 0.0], [-0.1, 0.0, -0.1], [0.1, 0.0, -0.2], [-0.1, 0.0, 0.3], [0.1, 0.0, 0.0], [0.2, 0.1, 0.0], [-0.2, 0.0, -0.1], [0.0, 0.1, -0.2], [0.1, 0.0, -0.1], [-0.1, 0.0, 0.0], [0.1, 0.0, 0.0], [0.0, -0.1, 0.0], [-0.1, 0.1, -0.1], [0.1, -0.1, 0.0], [-0.4, 0.0, 0.0], [0.2, 0.1, 0.0], [0.0, 0.1, 0.0], [0.0, -0.1, 0.0], [0.0, 0.0, 0.0], [0.0, 0.0, 0.0], [-0.1, 0.1, 0.0], [0.2, -0.1, 0.0], [0.0, 0.1, -0.2], [0.0, 0.0, 0.0], [0.0, 0.0, 0.0], [0.0, 0.0, 0.0], [0.0, 0.0, 0.0], [0.0, 0.0, 0.0], [0.0, 0.0, 0.0], [0.0, 0.0, 0.0], [0.0, 0.1, 0.1], [0.1, 0.0, 0.0], [0.0, 0.0, 0.0], [0.0, 0.0, 0.0], [0.0, 0.0, 0.0], [0.0, 0.0, 0.0], [0.0, 0.0, 0.0], [0.0, 0.0, 0.0], [0.0, 0.0, 0.0], [0.0, 0.0, 0.0], [0.0, 0.0, 0.0], [0.0, 0.0, 0.0], [0.0, 0.0, 0.0], [0.0, 0.0, 0.1], [0.0, 0.0, 0.1], [0.0, 0.0, 0.1], [0.0, -0.1, 0.0], [0.0, 0.0, 0.0], [0.1, 0.0, 0.0], [0.0, -0.1, 0.1]],
  "orbital_gap_ev": 7.973,
  "total_charge": -1,
  "homo_energy_ev": -5.74,
  "de_lowest_ev": 0.000,
  "lumo_ev": 2.230
}


Please write out number 2 again, unchanged.
{
  "formula": "C3N3P",
  "method": "ωB97M-V/def2-TZVPD",
  "symbols": ["C", "C", "C", "N", "N", "N", "P"],
  "xyz": [[1.87462, -0.47740, -0.16522], [-1.02989, -1.08886, -0.02430], [-0.85649, 1.62350, -0.15918], [2.86322, -1.00843, 0.03140], [-1.07315, -1.98931, 0.67271], [-0.90510, 2.71703, 0.18314], [-1.18719, 0.23126, -1.20444]],
  "forces_ev_per_angstrom": [[-2.3, 1.2, -0.7], [-0.3, 1.7, -1.0], [-0.5, -1.0, -0.7], [2.1, -1.1, 0.4], [0.0, -1.4, 1.0], [0.2, 0.9, 0.6], [0.8, -0.3, 0.3]],
  "orbital_gap_ev": [8.923, 6.000],
  "total_charge": 0,
  "homo_energy_ev": [-12.67, -10.63],
  "de_lowest_ev": 3.704,
  "lumo_ev": [-3.745, -4.626]
}